[1]
{"formula": "C4H11PS4", "method": "ωB97M-V/def2-TZVPD", "e_homo_ha": -0.3219, "lumo_energy_ev": -0.9, "molar_mass_g_mol": 218.4, "smiles": "CS[P@](=S)(S)SC(C)C", "species": ["C", "S", "P", "S", "S", "S", "C", "C", "C", "H", "H", "H", "H", "H", "H", "H", "H", "H", "H", "H"], "positions_angstrom": [[-3.914, -1.586, -0.021], [-2.809, -2.505, 1.208], [-0.937, -2.232, 0.257], [-1.122, -1.797, -1.652], [0.276, -3.862, 0.690], [0.323, -0.312, 1.518], [1.137, 0.476, 0.059], [1.148, 1.982, 0.209], [2.568, -0.084, -0.196], [-3.348, -1.696, -0.928], [-3.820, -0.517, 0.244], [-4.853, -2.118, 0.052], [-0.725, -4.669, 0.961], [0.449, 0.051, -0.645], [1.738, 2.438, -0.534], [0.092, 2.257, 0.075], [1.481, 2.282, 1.120], [3.208, 0.222, 0.588], [2.913, 0.236, -1.186], [2.764, -1.216, -0.232]]}

***

[2]
{"formula": "C5H10O", "method": "ωB97M-V/def2-TZVPD", "e_homo_ha": -0.3499, "lumo_energy_ev": 1.0, "molar_mass_g_mol": 86.1, "smiles": "CC1(C)CCO1", "species": ["C", "C", "C", "C", "C", "O", "H", "H", "H", "H", "H", "H", "H", "H", "H", "H"], "positions_angstrom": [[-0.672, 0.709, 1.321], [0.141, 0.184, 0.147], [1.638, 0.254, 0.415], [-0.406, -1.126, -0.464], [-0.809, -0.240, -1.647], [-0.181, 0.910, -1.065], [-0.354, 1.722, 1.589], [-0.537, 0.062, 2.197], [-1.738, 0.737, 1.070], [1.970, 1.291, 0.296], [2.197, -0.365, -0.295], [1.880, -0.073, 1.432], [-1.225, -1.601, 0.083], [0.360, -1.872, -0.690], [-1.890, -0.096, -1.768], [-0.373, -0.495, -2.621]]}

***

[3]
{"formula": "H26O13", "method": "ωB97M-V/def2-TZVPD", "e_homo_ha": -0.3945, "lumo_energy_ev": -0.4, "molar_mass_g_mol": 234.2, "species": ["O", "H", "H", "O", "H", "H", "O", "H", "H", "O", "H", "H", "O", "H", "H", "O", "H", "H", "O", "H", "H", "O", "H", "H", "O", "H", "H", "O", "H", "H", "O", "H", "H", "O", "H", "H", "O", "H", "H"], "positions_angstrom": [[0.365, -3.414, -1.180], [-0.298, -2.874, -1.610], [0.062, -3.491, -0.275], [-0.344, -0.662, -3.795], [0.116, -1.398, -4.198], [-0.707, -1.020, -2.985], [1.269, 2.500, 1.256], [0.996, 3.259, 1.771], [1.536, 2.865, 0.412], [2.242, 0.577, -1.613], [2.837, 0.212, -2.268], [2.092, 1.477, -1.901], [2.217, 0.749, 3.072], [1.751, 1.215, 2.378], [3.005, 0.411, 2.647], [-3.348, -0.953, 0.766], [-3.920, -0.685, 0.047], [-2.680, -0.268, 0.809], [-1.156, 1.615, -2.771], [-2.103, 1.721, -2.857], [-0.991, 0.707, -3.027], [0.047, -0.507, -0.073], [0.329, -0.070, 0.731], [0.558, -0.089, -0.766], [0.202, -1.677, 3.029], [1.102, -1.352, 3.038], [-0.329, -0.909, 2.818], [-1.564, -1.644, -1.761], [-2.484, -1.637, -1.497], [-1.083, -1.438, -0.960], [-2.169, 1.899, 0.277], [-1.745, 1.952, 1.134], [-1.526, 2.262, -0.332], [2.986, -0.917, 0.536], [3.093, -1.833, 0.279], [2.560, -0.504, -0.215], [-1.147, 1.086, 2.756], [-1.548, 1.753, 3.314], [-0.225, 1.079, 3.015]]}

***

Record-wise relative energy (zero: lowest compared OMol25 entry of this formula, charge and spin) values, in kJ/mol: 0.0; 90.6; 176.6